Arrangement 1

C2H2O3 | ωB97M-V with the def2-TZVPD basis set

Calculated values
2S+1	1

Each line ends with the Mulliken charge.
Geometry (Å):
1 H 2.17372 -0.36267 0.30041  0.333
2 O -0.05899 -1.80460 -0.05634  -0.448
3 O 1.31055 -0.00788 0.12787  -0.441
4 O -2.17909 0.53252 0.18832  -0.367
5 H -0.33411 1.55187 -0.39446  0.272
6 C -1.07131 0.74411 -0.18968  0.183
7 C 0.15925 -0.65334 0.02387  0.466


Arrangement 2

C2H2O3 | ωB97M-V with the def2-TZVPD basis set

Calculated values
2S+1	1

Each line ends with the Mulliken charge.
Geometry (Å):
1 C 3.72197 0.51999 -0.41937  0.199
2 O 3.82966 0.30219 0.87373  -0.124
3 H -1.05622 0.32411 0.65189  0.270
4 O 4.58812 -0.35350 -0.21056  -0.080
5 C 0.03171 0.47747 0.55758  -0.095
6 H 0.59215 1.06316 1.36339  0.179
7 O 0.59359 0.01128 -0.38788  -0.348


Arrangement 3

C2H2O3 | ωB97M-V with the def2-TZVPD basis set

Calculated values
2S+1	1

Each line ends with the Mulliken charge.
Geometry (Å):
1 O 1.82726 -0.72674 -0.10938  -0.227
2 O 1.51258 0.66653 -0.35997  -0.219
3 H 1.11040 0.37853 1.55105  0.245
4 C -1.49162 -0.14526 -0.44395  0.077
5 H -1.42701 -0.10181 -1.45633  0.315
6 C 0.92709 -0.07172 0.61688  0.107
7 O -2.45870 0.00047 0.20170  -0.299


The winner here is arrangement 1, beating the second structure by 0.1714 hartree.